(1)
This record from OMol25 describes a cluster of 3 separate species, C25H50ClO12P in total. The level of theory is ωB97M-V/def2-TZVPD.

```
89
Properties=species:S:1:pos:R:3:forces:R:3:lowdin_charge:R:1
C -3.76631 -4.51296 0.06757 -0.1 -0.2 0.1 0.052
C -3.07276 -3.75535 -0.76548 0.0 0.3 0.0 -0.166
C -2.60150 -2.35185 -0.51591 -0.1 -0.6 -0.5 -0.484
C -3.17401 -1.40449 -1.60179 0.2 0.2 -0.1 -0.125
C -2.22960 -0.51481 -2.43387 -0.2 0.3 0.1 -0.182
C -1.76841 0.80033 -1.77330 -0.1 0.1 -0.2 -0.152
C -0.31981 0.84573 -1.33371 0.4 0.0 -0.1 -0.214
O 0.13656 2.22785 -1.30071 -0.3 -0.2 0.3 -0.058
C 0.53292 2.57792 -0.03004 0.0 0.1 0.0 -0.524
C 1.81122 1.93912 0.45923 -0.1 -0.2 -0.1 0.023
O -0.09788 3.35718 0.61858 0.1 0.2 -0.1 0.139
O -3.05823 -2.04495 0.82159 -0.6 0.4 -0.4 -0.029
C -2.92884 -0.78828 1.28053 0.0 -0.3 0.2 -0.528
O -1.95922 -0.11303 1.09833 0.2 0.2 -0.1 0.112
C -4.11891 -0.30221 2.09727 0.3 -0.3 0.5 -0.547
Cl -5.13761 0.66192 0.98871 0.0 -0.1 -0.2 0.699
C -4.86582 -1.39512 2.87884 -0.2 0.2 0.2 -0.241
C -6.38367 -1.24618 2.95971 0.1 -0.3 0.2 -0.134
P -0.67729 -2.41868 -0.48767 0.2 0.4 0.4 0.953
O -0.36912 -3.32680 -1.83459 -0.2 0.0 0.0 -0.270
O -0.46147 -3.53732 0.68014 0.2 -0.1 -0.2 -0.259
H -4.34765 -4.09631 0.87726 0.5 0.0 0.4 0.058
H -3.77921 -5.58730 -0.05958 -0.6 0.0 -0.4 0.064
H -2.79898 -4.16408 -1.73228 0.4 -0.2 0.1 0.104
H -3.92254 -0.74341 -1.15988 0.0 -0.1 0.2 0.095
H -3.72899 -2.03682 -2.29655 0.0 0.0 0.0 0.114
H -1.38180 -1.06665 -2.84950 0.0 0.0 0.1 0.094
H -2.81852 -0.21250 -3.30087 0.0 -0.1 -0.1 0.113
H -1.87962 1.59639 -2.51195 0.1 0.0 0.0 0.115
H -2.42964 1.06831 -0.94949 0.0 0.0 0.0 0.104
H 0.29735 0.29363 -2.04947 0.1 0.1 0.0 0.116
H -0.15624 0.41552 -0.34908 -0.2 -0.2 -0.1 0.067
H 2.31495 1.37838 -0.32495 0.0 0.1 0.0 0.086
H 2.46575 2.71204 0.85464 0.0 0.0 0.0 0.092
H 1.57769 1.25428 1.27538 0.0 0.0 0.1 0.082
H -3.69418 0.40987 2.79836 -0.1 0.2 -0.1 0.112
H -4.49125 -1.33428 3.90271 0.2 -0.1 0.0 0.115
H -4.59741 -2.38115 2.50833 0.0 0.0 -0.1 0.095
H -6.74834 -1.88306 3.76624 0.0 -0.1 0.0 0.073
H -6.67530 -0.22720 3.20592 0.0 0.0 -0.1 0.063
H -6.87171 -1.57046 2.04288 0.0 0.2 -0.1 0.069
H -1.10381 -3.39407 -2.45209 0.0 -0.1 -0.1 0.043
H -0.50592 -4.43502 0.32371 -0.2 -0.1 0.1 0.063
C -0.59446 4.36432 -6.90242 0.1 0.1 0.0 -0.118
O 0.52360 3.86977 -6.20412 0.0 -0.2 -0.1 -0.192
C 0.25018 3.40753 -4.89235 0.1 0.2 0.0 -0.188
C 0.91886 2.08598 -4.59597 0.1 -0.1 0.1 -0.169
O 0.40572 0.96216 -5.29940 -0.1 -0.1 0.1 -0.124
C 0.63274 0.85227 -6.69251 -0.1 0.0 -0.1 -0.186
C 2.06066 0.55197 -7.09410 0.1 0.0 -0.2 -0.202
O 2.92442 1.64810 -6.86647 -0.1 0.0 0.2 -0.193
C 4.16033 1.31600 -6.27853 0.0 0.0 -0.1 -0.116
H -0.82491 5.39675 -6.61666 -0.1 0.0 0.0 0.087
H -0.35426 4.34223 -7.96522 0.0 0.0 0.0 0.087
H -1.48121 3.74322 -6.73425 0.0 0.0 0.0 0.086
H -0.82979 3.31404 -4.73150 0.0 0.0 0.0 0.123
H 0.63719 4.14015 -4.17332 -0.1 0.0 0.1 0.132
H 0.71607 1.86703 -3.54799 0.0 0.1 0.0 0.096
H 2.00350 2.15877 -4.70102 0.0 0.1 -0.2 0.121
H 0.25199 1.71981 -7.23547 0.1 0.1 0.1 0.116
H 0.03756 -0.01190 -7.00095 0.0 0.0 0.0 0.127
H 2.06174 0.31806 -8.16749 0.0 -0.1 0.0 0.126
H 2.40885 -0.33647 -6.55487 0.0 0.0 0.0 0.123
H 4.03946 0.57775 -5.47824 0.0 0.0 0.0 0.087
H 4.57404 2.22775 -5.84927 0.0 0.0 0.0 0.088
H 4.86745 0.92480 -7.01876 0.0 -0.1 0.0 0.087
C 4.46992 1.85552 7.31311 0.1 0.0 -0.1 -0.116
O 4.40006 0.83553 6.34390 -0.2 -0.1 0.1 -0.194
C 4.93943 -0.40887 6.74627 0.1 0.1 -0.1 -0.202
C 4.04403 -1.57137 6.37612 0.1 -0.1 -0.1 -0.185
O 2.82693 -1.65363 7.09560 0.0 -0.1 0.1 -0.119
C 1.80615 -0.70345 6.84481 -0.1 0.1 0.1 -0.184
C 1.11996 -0.82809 5.50216 -0.1 0.1 -0.1 -0.202
O 1.96614 -0.45676 4.43203 0.2 -0.1 0.1 -0.195
C 1.92109 -1.31796 3.31700 -0.1 0.1 -0.1 -0.113
H 5.45993 2.32458 7.33399 0.0 0.0 0.1 0.087
H 3.73162 2.61129 7.04707 0.0 0.0 0.0 0.088
H 4.23412 1.47668 8.31336 0.0 0.0 0.0 0.087
H 5.12299 -0.42207 7.82642 -0.1 0.0 0.0 0.123
H 5.90149 -0.55655 6.23738 0.0 -0.1 0.1 0.127
H 4.58721 -2.47918 6.65221 0.0 0.0 0.0 0.128
H 3.88123 -1.60736 5.29706 -0.1 0.2 0.0 0.115
H 2.15501 0.31836 7.00696 0.1 0.0 -0.1 0.115
H 1.04672 -0.91226 7.60293 0.0 0.0 0.0 0.128
H 0.24836 -0.15918 5.51198 -0.1 -0.1 0.0 0.127
H 0.75654 -1.85393 5.37317 0.1 0.0 0.0 0.124
H 1.90075 -2.37082 3.61724 0.0 0.0 0.0 0.089
H 2.82517 -1.14393 2.73336 0.0 0.0 0.0 0.089
H 1.05048 -1.11071 2.68364 0.0 -0.1 0.0 0.078
```
Positions in Å, forces in eV/Å.

* SMILES string: C=C[C@@](CCCCOC(C)=O)(OC(=O)[C@@H](Cl)CC)P(O)O.COCCOCCOC.COCCOCCOC
* E_LUMO: 0.4 eV
* highest occupied orbital energy: -8.83 eV
* spin multiplicity: 1



(2)
This record from OMol25 describes a structure of composition C48H33ClN8OSn in a non-equilibrium geometry. The level of theory is ωB97M-V/def2-TZVPD.

```
92
Properties=species:S:1:pos:R:3:forces:R:3:lowdin_charge:R:1
Sn -1.23878 18.92934 12.60768 0.6 0.3 0.2 1.316
Cl 3.63608 14.40372 15.74301 0.1 -0.2 0.1 0.731
C 2.70011 15.76543 15.29974 0.2 1.6 -0.3 -0.682
C 3.32883 17.02275 15.05131 -0.5 -0.4 0.1 -0.058
C 2.60022 18.12588 14.64564 -0.1 -0.5 -0.3 -0.007
C 1.20553 18.02348 14.44742 0.1 1.2 -0.2 -0.381
O 0.51017 19.02670 13.95080 0.0 0.1 -0.2 -0.290
C 0.59779 16.84423 14.83323 -1.7 -1.2 -0.4 -0.147
C -0.85331 16.65211 14.81222 0.7 0.2 0.7 -0.028
N -1.74568 17.38542 14.23966 0.5 -0.2 -0.1 -0.016
C -3.10515 17.03600 14.41263 -0.5 -1.1 -0.1 -0.235
C -3.52854 15.71939 14.48775 0.6 0.7 0.2 -0.013
C -4.89015 15.40234 14.63601 0.1 -0.2 0.0 -0.037
C -5.82683 16.40682 14.63722 0.2 -0.6 0.3 -0.008
C -5.43602 17.75096 14.50590 0.1 0.2 -0.3 -0.149
C -6.35887 18.81908 14.38669 0.2 -0.1 -0.2 0.014
C -5.92687 20.09913 14.21074 0.4 0.3 0.1 -0.025
C -4.52923 20.30804 14.14300 0.8 -0.3 0.2 -0.120
N -3.62870 19.33905 14.21091 -0.6 0.6 0.1 0.045
C -4.06971 18.06429 14.39636 0.2 0.5 -0.2 -0.208
C 1.33451 15.72324 15.22196 0.6 -0.5 0.7 -0.058
H 4.38975 17.11326 15.20326 0.3 0.0 -0.1 0.112
H 3.07463 19.04656 14.33393 0.1 0.1 0.3 0.109
H -1.18325 15.81622 15.44650 0.0 0.2 -0.2 0.142
H -2.74288 14.96868 14.47958 -0.4 -0.2 -0.1 0.117
H -5.16153 14.34983 14.74780 -0.1 0.4 -0.1 0.126
H -6.85922 16.16064 14.79633 -0.4 0.0 -0.1 0.122
H -7.39457 18.55961 14.36555 -0.6 0.1 0.2 0.123
H -6.59270 20.95810 14.12316 0.1 -0.4 0.0 0.120
H -4.08743 21.30772 14.05262 -0.5 -0.2 -0.1 0.098
H 0.85189 14.82041 15.56770 -0.3 -0.1 -0.2 0.122
C -4.36683 15.72398 10.94101 0.8 1.1 0.6 -0.066
C -3.76167 16.94423 11.32631 0.1 -0.8 -0.6 -0.065
N -2.44051 17.01863 11.51140 -1.4 0.7 0.3 0.008
C -1.73385 15.91660 11.38872 0.2 -0.3 -0.7 -0.216
C -2.35649 14.73362 11.01971 0.3 -1.0 0.5 -0.039
N -3.66613 14.60626 10.84175 0.2 0.4 -0.3 0.131
C -0.26611 16.07319 11.47285 1.1 -1.1 0.2 -0.195
C 0.60388 14.97552 11.43878 -0.1 -0.5 -0.3 0.084
C 1.98804 15.17377 11.40546 -0.7 0.3 -0.2 -0.116
C 2.42399 16.48942 11.43809 1.1 0.4 -0.2 0.063
C 1.54442 17.54092 11.47347 -1.1 -0.7 0.6 -0.179
N 0.20958 17.30657 11.54449 0.1 0.9 0.1 0.069
C 1.98379 18.94649 11.43827 -0.1 -0.9 -0.6 -0.255
C 3.28621 19.31958 11.69200 -0.2 1.4 0.1 -0.068
N 3.64415 20.59549 11.58925 0.1 0.5 -0.3 0.117
C 2.73639 21.49069 11.15360 -0.5 -1.5 0.8 -0.080
C 1.42719 21.08157 10.90160 0.8 -0.9 0.0 -0.084
N 1.07624 19.79359 11.02297 -0.6 1.5 -0.1 0.083
C 2.98941 14.11067 11.27937 0.1 -1.6 0.3 -0.171
C 2.79110 12.93886 10.52959 0.8 0.3 0.4 0.018
C 3.80266 11.94619 10.54753 -1.1 1.5 0.6 -0.113
N 4.89435 12.01473 11.28577 0.0 0.7 0.1 0.088
C 5.05756 13.13416 12.01583 0.0 -0.7 -0.3 -0.105
C 4.15552 14.17932 12.05207 -0.2 -0.2 -0.5 -0.024
H -5.41473 15.69542 10.74279 -0.6 -0.1 -0.1 0.115
H -4.35785 17.84463 11.42732 0.1 0.0 0.1 0.123
H -1.76591 13.82300 10.92801 -0.2 0.2 -0.1 0.123
H 0.20856 13.95544 11.40915 0.2 0.4 0.0 0.125
H 3.49923 16.70104 11.37069 -0.6 -0.2 -0.1 0.138
H 4.00347 18.61871 12.05432 0.5 -0.2 0.1 0.113
H 2.99499 22.52583 11.11400 0.4 0.4 -0.2 0.107
H 0.68432 21.75250 10.53986 -0.5 0.5 -0.1 0.104
H 1.90146 12.78988 9.92898 0.1 0.0 0.0 0.113
H 3.63742 11.07902 9.97286 0.1 -1.0 -0.6 0.099
H 5.96311 13.13965 12.59488 0.2 0.2 0.3 0.112
H 4.31593 15.02420 12.69380 0.2 0.2 0.2 0.092
C -2.58866 26.84226 11.56853 -1.0 0.5 -1.2 -0.060
C -1.54674 26.64597 12.41317 1.4 0.7 1.1 -0.068
C -1.23964 25.40136 12.91814 0.1 -0.3 0.1 -0.021
C -2.00531 24.32533 12.51930 -0.7 -0.3 0.0 -0.222
C -3.07351 24.50504 11.63899 0.0 0.3 0.1 -0.027
C -3.36179 25.76782 11.16217 -0.1 0.0 0.1 -0.047
C -1.84205 22.97466 13.08050 -0.1 -0.5 -0.9 0.000
C -1.19664 22.65246 14.13448 0.4 0.2 -0.2 0.137
C -0.38000 22.40070 15.17508 -0.8 -0.4 0.0 -0.207
C 0.99395 22.14833 14.96297 0.4 0.4 -0.1 0.034
C 1.79551 21.96354 16.04695 0.5 -0.5 0.0 -0.024
C 1.22493 21.95369 17.31002 -0.4 0.4 -0.2 0.019
C -0.12736 22.20209 17.54300 -0.2 -0.1 -0.2 -0.010
C -0.96559 22.39260 16.46648 0.7 0.0 0.9 0.053
H -2.82094 27.83760 11.17893 0.1 -0.3 0.2 0.129
H -0.94861 27.49042 12.73560 0.0 0.0 -0.1 0.122
H -0.43358 25.25610 13.62637 0.1 0.1 0.0 0.120
H -3.71113 23.67535 11.39822 -0.1 -0.3 -0.2 0.112
H -4.19885 25.95697 10.51253 -0.2 -0.2 -0.2 0.116
H -2.26259 22.13404 12.49867 0.0 0.3 0.4 0.122
H 1.41157 22.19604 13.97168 -0.1 -0.1 -0.2 0.125
H 2.86120 21.77544 15.95306 -0.2 0.1 -0.1 0.131
H 1.87908 21.80113 18.12709 0.4 -0.2 0.9 0.120
H -0.47818 22.24073 18.55936 -0.2 -0.1 0.1 0.124
H -2.01880 22.57651 16.61010 -0.1 0.0 -0.2 0.137
```
Positions in Å, forces in eV/Å.

* E_LUMO: -7.3 eV
* energy relative to the best compared isomer or geometry (same formula, charge and spin): 0.474 eV
* highest occupied orbital energy: -12.67 eV
* charge: +2
* spin multiplicity: 1



(3)
This record from OMol25 describes the molecule C3H9N2S in a non-equilibrium geometry. The level of theory is ωB97M-V/def2-TZVPD.

```
15
Properties=species:S:1:pos:R:3:forces:R:3:mulliken_spin:R:1
C 0.12820 0.01775 0.39424 0.5 0.9 1.5 0.000
C 1.22693 0.28418 -0.61362 -0.5 -0.7 -0.6 -0.047
S 2.56350 1.36218 -0.18552 0.0 0.0 0.2 0.981
N -0.86925 -0.90925 -0.07228 -0.1 -0.6 0.3 0.002
C -2.19727 -0.56953 0.34900 -1.9 1.1 -0.3 0.001
N -3.20265 -1.65580 0.25706 0.8 -0.6 0.4 0.000
H -0.29505 0.95478 0.78145 -0.3 0.2 -0.7 -0.001
H 0.57497 -0.33872 1.32895 0.3 -0.5 -0.1 0.000
H 1.61750 -0.70391 -0.90013 0.3 0.2 0.0 0.031
H 0.80239 0.66629 -1.55155 0.0 0.1 0.0 0.032
H -0.82742 -1.04847 -1.07087 -0.1 0.1 -0.1 0.001
H -2.29095 -0.14086 1.35279 1.0 -0.3 0.1 0.000
H -2.59797 0.27075 -0.25494 0.1 -0.2 -0.1 0.000
H -2.68897 -2.53535 0.29447 0.2 0.0 -0.4 0.000
H -3.66229 -1.71093 1.16204 -0.3 0.3 -0.2 0.000
```
Positions in Å, forces in eV/Å.

* E_LUMO (alpha / beta): 1.0 / -2.0 eV
* energy relative to the best compared isomer or geometry (same formula, charge and spin): 0.518 eV
* highest occupied orbital energy (alpha / beta): -9.02 / -8.98 eV
* spin multiplicity: 2



(4)
This record from OMol25 describes the molecule C5H14N2O in a non-equilibrium geometry. The level of theory is ωB97M-V/def2-TZVPD.

```
22
Properties=species:S:1:pos:R:3:forces:R:3:nbo_charge:R:1
C 1.20407 -1.33840 1.17497 0.3 0.1 1.4 -0.615
C 0.34656 -0.35942 0.42558 -0.3 -0.4 -1.3 -0.039
C 0.35638 -0.71634 -1.09215 0.6 0.0 0.3 -0.426
C 1.66575 -0.40471 -1.81324 -0.2 2.1 -0.2 -0.218
N 2.02305 1.04071 -1.82347 -0.1 0.3 0.7 -0.853
N -0.98382 -0.35208 0.97486 -1.0 0.0 0.5 -0.654
C -1.98263 0.58061 0.56360 0.3 0.7 0.0 0.083
O -2.40828 1.47244 1.60460 -0.3 -0.3 -0.1 -0.726
H 0.77292 -2.33704 1.31966 -0.3 0.2 -0.4 0.205
H 2.17683 -1.47406 0.71787 0.2 0.1 0.0 0.213
H 1.33481 -0.94247 2.19280 0.2 -0.2 -0.2 0.220
H 0.72699 0.65538 0.56496 0.2 0.0 0.0 0.184
H 0.25463 -1.80247 -1.18205 -0.6 0.0 0.0 0.200
H -0.46301 -0.18707 -1.57963 -0.1 -0.2 -0.2 0.199
H 1.58144 -0.62337 -2.88058 0.2 -0.8 0.3 0.198
H 2.50770 -0.87363 -1.30926 0.0 -0.6 -0.4 0.184
H 1.64716 1.53066 -1.01303 0.2 -0.2 -0.1 0.345
H 1.71369 1.57890 -2.61894 -0.2 -0.4 -0.3 0.356
H -1.40114 -1.24323 1.18781 0.4 -0.3 -0.1 0.365
H -1.60297 1.28489 -0.17671 0.3 -0.2 -0.2 0.167
H -2.83067 0.06552 0.09995 -0.2 0.1 0.3 0.151
H -3.03171 1.01412 2.17952 0.2 0.0 0.0 0.461
```
Positions in Å, forces in eV/Å.

* SMILES string: C[C@@H](CCN)NCO
* E_LUMO: 0.9 eV
* energy relative to the best compared isomer or geometry (same formula, charge and spin): 1.927 eV
* highest occupied orbital energy: -8.82 eV
* spin multiplicity: 1



Results for calculated total energy: -73113.197; -82619.778; -17070.413; -10439.101 (in eV, following the order of the records).